No. 1
{"formula": "C2H4NP", "method": "ωB97M-V/def2-TZVPD", "symbols": ["C", "C", "N", "P", "H", "H", "H", "H"], "positions_angstrom": [[2.3444, 1.6905, 0.0218], [-1.2028, 0.3213, -0.1664], [2.9876, 0.7197, -0.1393], [4.0637, -0.5090, 0.0606], [-1.6618, 0.0685, 0.8348], [-1.7404, 1.0110, -0.8843], [-0.1876, -0.0036, -0.2867], [4.5756, -0.4981, -1.3158]], "homo_ev": [-9.1102, -8.7534], "charge": 0, "gap_ev": [9.42, 6.91]}

---

No. 2
{"formula": "C43H42Cl2F6MoN7O3PS2Te", "method": "ωB97M-V/def2-TZVPD", "symbols": ["Mo", "C", "C", "C", "C", "C", "C", "C", "S", "O", "O", "N", "C", "C", "C", "C", "C", "N", "H", "H", "H", "H", "H", "H", "H", "H", "H", "H", "H", "C", "N", "N", "C", "O", "C", "C", "C", "C", "C", "C", "C", "C", "C", "H", "H", "H", "H", "H", "H", "H", "H", "H", "H", "H", "H", "F", "P", "F", "F", "F", "F", "F", "C", "C", "C", "C", "N", "C", "S", "N", "H", "H", "H", "H", "H", "Cl", "C", "C", "C", "C", "C", "Cl", "C", "N", "H", "H", "H", "C", "C", "C", "C", "C", "C", "Te", "C", "C", "C", "H", "H", "H", "H", "H", "H", "H", "H", "H", "H", "H"], "positions_angstrom": [[0.0300, -1.2460, 0.3966], [8.2196, -4.6314, 0.9299], [7.0324, -3.7109, 0.8504], [6.2641, -3.4395, 1.9818], [5.1766, -2.5845, 1.9148], [4.8482, -1.9954, 0.7015], [5.5999, -2.2433, -0.4339], [6.6893, -3.0983, -0.3515], [3.3844, -1.0010, 0.6221], [3.3893, -0.3963, -0.6927], [3.3828, -0.1377, 1.7693], [2.1570, -2.0273, 0.7839], [1.9989, -3.0554, -0.1234], [2.8572, -4.1316, -0.3837], [2.4747, -5.0466, -1.3370], [1.2594, -4.9119, -2.0079], [0.4346, -3.8682, -1.6548], [0.8004, -2.9836, -0.7242], [8.1341, -5.3138, 1.7753], [9.1459, -4.0657, 1.0546], [8.3209, -5.2258, 0.0213], [6.5196, -3.9090, 2.9248], [4.5639, -2.3817, 2.7848], [5.3180, -1.7753, -1.3675], [7.2790, -3.2986, -1.2392], [3.7829, -4.2361, 0.1596], [3.1225, -5.8858, -1.5610], [0.9503, -5.6143, -2.7681], [-0.5376, -3.7189, -2.0982], [1.0766, 4.7696, 2.7188], [1.3361, 3.4870, 2.0950], [0.7015, 2.3565, 2.5566], [0.6940, 1.4185, 1.5764], [0.1308, 0.2847, 1.7743], [1.3779, 1.9618, 0.4773], [1.6951, 3.2483, 0.8122], [2.2819, 4.3035, -0.0544], [0.0807, 2.2884, 3.8341], [0.8600, 2.4134, 4.9759], [0.2545, 2.3344, 6.2195], [-1.1115, 2.0983, 6.3082], [-1.8753, 1.9666, 5.1576], [-1.2870, 2.0832, 3.9066], [0.0071, 4.9057, 2.8630], [1.4322, 5.5375, 2.0384], [1.6060, 4.8544, 3.6672], [1.5762, 1.4626, -0.4526], [2.7750, 3.8304, -0.9012], [3.0144, 4.9143, 0.4734], [1.4845, 4.9437, -0.4383], [1.9300, 2.5492, 4.8747], [0.8514, 2.4316, 7.1177], [-1.5820, 2.0156, 7.2803], [-2.9392, 1.7802, 5.2230], [-1.8709, 2.0308, 2.9983], [-1.6956, 2.2866, 0.2017], [-2.4093, 3.7380, 0.1257], [-3.6738, 3.1693, 0.9471], [-1.6849, 4.1394, 1.5449], [-3.0895, 5.2014, 0.0692], [-3.0948, 3.3361, -1.2779], [-1.1072, 4.3263, -0.6623], [-1.1984, -2.8689, 6.9748], [-0.3503, -2.4117, 5.8227], [0.6628, -1.4749, 5.9953], [1.3946, -1.1507, 4.8672], [1.1594, -1.6801, 3.6782], [0.1396, -2.5381, 3.5935], [-0.2987, -3.2139, 2.0445], [-0.6148, -2.9389, 4.6332], [-0.6704, -3.6259, 7.5597], [-2.1203, -3.3076, 6.5989], [-1.4352, -2.0383, 7.6417], [0.8597, -1.0157, 6.9544], [2.2062, -0.4281, 4.9133], [-0.0680, 1.9374, -2.5900], [-1.3537, 0.8329, -2.8833], [-2.2336, 1.1230, -3.9101], [-3.2449, 0.2314, -4.2254], [-3.3627, -0.9591, -3.5308], [-2.4858, -1.2350, -2.4952], [-2.6698, -2.7436, -1.6705], [-1.4814, -0.3353, -2.1140], [-0.6447, -0.5712, -1.0461], [-2.1159, 2.0501, -4.4524], [-3.9419, 0.4639, -5.0196], [-4.1381, -1.6751, -3.7643], [-8.0372, -3.8496, 0.2134], [-6.7475, -3.1441, 0.5388], [-6.4482, -1.9107, -0.0198], [-5.2684, -1.2323, 0.2764], [-5.0810, 0.1311, -0.3398], [-4.3300, -1.8214, 1.1496], [-2.6111, -0.6498, 1.5962], [-4.6497, -3.0413, 1.7695], [-3.7802, -3.7044, 2.7977], [-5.8444, -3.6816, 1.4402], [-8.5601, -3.3514, -0.6035], [-8.7076, -3.8665, 1.0762], [-7.8637, -4.8866, -0.0815], [-7.1590, -1.4520, -0.7003], [-5.9389, 0.3756, -0.9684], [-4.1754, 0.1942, -0.9440], [-4.9710, 0.9126, 0.4129], [-3.0233, -4.3327, 2.3306], [-4.3886, -4.3329, 3.4512], [-3.2275, -2.9843, 3.4016], [-6.0722, -4.6293, 1.9203]], "s_squared": 0.9232, "multiplicity": 2, "homo_ev": [-3.9476, -4.0658], "charge": -1, "gap_ev": [5.50, 6.07]}

---

No. 3
{"formula": "I3PS", "method": "ωB97M-V/def2-TZVPD", "symbols": ["P", "S", "I", "I", "I"], "positions_angstrom": [[-2.4083, 1.3518, -0.1583], [3.3264, -1.6374, 0.4572], [3.9591, 0.4088, -0.2311], [-4.3004, -0.1448, -0.3073], [-0.5768, 0.0217, 0.2394]], "homo_ev": [-9.1401, -8.0860], "charge": 0, "gap_ev": [7.54, 5.43]}

---

Here are the calculated energy relative to the best compared isomer or geometry (same formula, charge and spin) numbers, same order: 345.9 3.1 204.1 (kJ/mol).